Here is a structure of composition C36H33AsCrN5O6S at a distorted geometry from OMol25. Energies are from ωB97M-V with the def2-TZVPD basis set.

Largest force on an atom   0.0488 hartree/bohr
Molecular weight   790.67 g/mol
Expectation value of S²   3.79
Highest occupied orbital energy (alpha / beta)   -7.77 / -7.84 eV
Relative energy (zero: lowest compared OMol25 entry of this formula, charge and spin)   0.0 kcal per mole
Lowest unoccupied orbital energy (alpha / beta)   -0.5 / -0.7 eV

```
! RIJCOSX wB97M-V def2-TZVPD def2/J DEFGRID3
* xyz 0 4
Cr 0.8366 0.5782 0.7751
N 2.6165 0.9933 -0.3184
C 2.7484 2.4451 -0.6164
C 1.9379 3.2482 0.3895
O 2.1651 4.4327 0.6100
O 0.9452 2.5663 1.0384
H 3.3142 0.6920 0.3686
H 2.7745 0.4508 -1.1698
H 2.4064 2.6208 -1.6481
H 3.8085 2.7616 -0.5526
O -0.5646 -1.6249 -1.0958
S 0.4781 -2.4854 -0.5582
O 1.5140 -3.0044 -1.4340
N 1.2309 -1.5217 0.6185
C 2.1182 -2.0391 1.5516
C 2.5953 -3.3451 1.6473
C 3.4714 -3.6649 2.6958
C 3.9628 -2.7290 3.5731
C 3.5699 -1.3610 3.4768
C 4.0544 -0.3435 4.3393
C 3.5514 0.9613 4.1993
C 2.5752 1.2032 3.2449
N 2.0834 0.2243 2.4593
C 2.5709 -1.0421 2.5050
C -0.4240 -3.7718 0.2155
C -0.2206 -5.0705 -0.2587
C -0.9892 -6.1031 0.2539
C -1.9399 -5.8646 1.2503
C -2.1227 -4.5633 1.7284
C -1.4003 -3.4948 1.1904
H 2.2492 -4.0692 0.9074
H 3.7843 -4.7056 2.8242
H 4.6826 -2.9945 4.3488
H 4.8081 -0.6058 5.0732
H 3.8964 1.7906 4.8101
H 2.1497 2.1898 3.0807
H 0.5919 -5.2527 -0.9679
H -0.8263 -7.1283 -0.1301
H -2.5147 -6.6974 1.6881
H -2.8448 -4.3482 2.5187
H -1.6014 -2.4777 1.5122
N -0.5929 1.8480 3.5565
N -1.7661 1.1660 3.3146
C -1.8144 0.0416 2.4720
O -2.7711 -0.7142 2.6762
O -0.9109 -0.0778 1.5586
H -0.4972 2.0868 4.5579
H -0.5721 2.6988 2.9974
H -2.5243 1.2494 3.9815
C -0.7968 5.7895 -2.3068
C -0.3668 4.8914 -3.2977
C -0.2638 3.5384 -3.0355
C -0.6601 3.0434 -1.7788
C -1.0164 3.9354 -0.7640
C -1.1342 5.2978 -1.0443
As -0.5796 1.1342 -1.3283
C -0.2230 0.3935 -3.0748
C 0.9423 -0.3367 -3.3200
C 1.1501 -0.9079 -4.5615
C 0.2154 -0.7586 -5.6062
C -0.9475 -0.0134 -5.3566
C -1.1443 0.5907 -4.1107
C -2.4759 0.7609 -0.9936
C -3.2334 -0.1780 -1.7103
C -4.5968 -0.3377 -1.4717
C -5.2229 0.3700 -0.4324
C -4.4558 1.2530 0.3342
C -3.0932 1.4408 0.0604
H -0.8258 6.8618 -2.5319
H -0.0973 5.2463 -4.3006
H 0.0978 2.8716 -3.8102
H -1.1834 3.5894 0.2542
H -1.4731 5.9631 -0.2380
H 1.6687 -0.5114 -2.5270
H 2.0719 -1.4815 -4.7151
H 0.3756 -1.2483 -6.5802
H -1.6955 0.1273 -6.1416
H -2.0494 1.1829 -3.9301
H -2.7349 -0.7746 -2.4599
H -5.1451 -1.0470 -2.0898
H -6.2782 0.2027 -0.2186
H -4.9002 1.8291 1.1670
H -2.5227 2.1337 0.6615
*
```

---

Here is a structure of composition C36H33BMnN6 at a distorted geometry from OMol25. Energies are from ωB97M-V with the def2-TZVPD basis set.

Largest force on an atom   0.0273 hartree/bohr
Molecular weight   615.45 g/mol
Expectation value of S²   6.25
Highest occupied orbital energy (alpha / beta)   -10.82 / -10.82 eV
Relative energy (zero: lowest compared OMol25 entry of this formula, charge and spin)   13.5 kcal per mole
Lowest unoccupied orbital energy (alpha / beta)   -4.6 / -3.1 eV

```
! RIJCOSX wB97M-V def2-TZVPD def2/J DEFGRID3
* xyz 1 5
Mn -0.0733 -0.2198 0.2513
C 2.6999 0.0867 -4.4569
C 2.6519 0.0301 -2.9754
C 3.7263 0.0395 -2.1129
C 3.1923 -0.0589 -0.8206
N 1.8453 -0.1206 -0.9096
N 1.5310 -0.0657 -2.2289
B 0.0926 -0.0544 -2.7715
N -0.6818 1.1552 -2.1897
N -0.9358 1.3404 -0.8681
C -1.6683 2.4710 -0.7570
C -1.8790 2.9992 -2.0317
C -1.2489 2.1378 -2.9112
C -1.2181 2.2329 -4.3887
C -2.1530 3.0564 0.4845
C -2.3521 4.4387 0.5504
C -2.7998 5.0297 1.7162
C -3.0583 4.2506 2.8344
C -2.8892 2.8756 2.7687
C -2.4470 2.2803 1.6026
N -0.6683 -1.3155 -2.3351
N -0.8926 -1.5606 -1.0306
C -1.6831 -2.6508 -0.9550
C -1.9504 -3.1048 -2.2475
C -1.3007 -2.2267 -3.0982
C -1.2986 -2.2352 -4.5815
C -2.1475 -3.2043 0.3094
C -2.3859 -2.3711 1.4019
C -2.7742 -2.9034 2.6175
C -2.9296 -4.2745 2.7605
C -2.7329 -5.1063 1.6689
C -2.3561 -4.5770 0.4491
C 4.0011 -0.0837 0.3917
C 3.4621 0.0975 1.6635
C 4.2643 0.0952 2.7894
C 5.6353 -0.0684 2.6701
C 6.1902 -0.2393 1.4113
C 5.3864 -0.2555 0.2887
H 3.7394 0.1055 -4.7726
H 2.2185 -0.7853 -4.8937
H 2.2017 0.9765 -4.8357
H 4.7562 0.1309 -2.3824
H 0.0982 0.0089 -3.9412
H -2.4448 3.8706 -2.2838
H -1.7511 3.1287 -4.6942
H -0.1971 2.2863 -4.7599
H -1.6943 1.3603 -4.8329
H -2.1332 5.0477 -0.3116
H -2.9433 6.0999 1.7521
H -3.3962 4.7080 3.7530
H -3.1031 2.2594 3.6292
H -2.3289 1.2017 1.5412
H -2.5655 -3.9352 -2.5276
H -1.8365 -3.1090 -4.9410
H -1.7832 -1.3380 -4.9647
H -0.2837 -2.2662 -4.9720
H -2.3015 -1.2865 1.2749
H -2.9625 -2.2479 3.4549
H -3.2145 -4.6874 3.7175
H -2.8743 -6.1717 1.7691
H -2.2049 -5.2245 -0.3986
H 2.4023 0.2796 1.7612
H 3.8136 0.2370 3.7611
H 6.2672 -0.0544 3.5455
H 7.2582 -0.3565 1.3000
H 5.8447 -0.3995 -0.6758
C 0.3460 -0.0107 4.7689
C 0.3154 -1.0737 3.8769
C 0.2489 -0.7961 2.5245
C 0.1979 0.5197 2.0416
C 0.2408 1.5732 2.9484
C 0.3106 1.2957 4.3085
H 0.4054 -0.2142 5.8278
H 0.3428 -2.0944 4.2287
H 0.3061 -1.6647 1.8080
H 0.2184 2.6003 2.6144
H 0.3320 2.1092 5.0177
*
```

---

Here is a structure of composition C36H33Cl3F3N5O6S2SeSiV at a distorted geometry from OMol25. Energies are from ωB97M-V with the def2-TZVPD basis set.

Largest force on an atom   0.0305 hartree/bohr
Molecular weight   1017.17 g/mol
Expectation value of S²   0.77
Highest occupied orbital energy (alpha / beta)   -0.45 / -1.98 eV
Relative energy (zero: lowest compared OMol25 entry of this formula, charge and spin)   0.0 kcal per mole
Lowest unoccupied orbital energy (alpha / beta)   3.2 / 3.2 eV

```
! RIJCOSX wB97M-V def2-TZVPD def2/J DEFGRID3
* xyz -2 2
V 0.1041 0.5283 0.1799
Cl 7.4337 -1.5291 0.5907
C 5.7499 -1.0419 0.5720
C 5.4241 0.2602 0.2603
C 4.0893 0.6270 0.2416
Cl 3.6901 2.2499 -0.2233
C 3.0562 -0.2604 0.5594
O 1.7951 0.1095 0.5667
C 3.4431 -1.5752 0.8544
Cl 2.2385 -2.7635 1.1980
C 4.7690 -1.9693 0.8573
H 6.1881 0.9901 0.0362
H 5.0245 -2.9949 1.0794
C -2.1376 -2.2174 2.4114
C -1.9093 -1.2014 1.3331
O -0.7437 -0.8195 1.1567
C -3.0032 -0.6834 0.5256
C -4.2949 -1.2358 0.6136
C -5.3129 -0.8002 -0.1963
C -5.0598 0.2238 -1.1254
C -3.8237 0.8086 -1.2158
C -2.7683 0.3807 -0.3825
O -1.6098 0.9628 -0.4488
H -1.1830 -2.4239 2.8919
H -2.5644 -3.1350 1.9993
H -2.8285 -1.8212 3.1585
H -4.4787 -2.0399 1.3150
H -6.2944 -1.2507 -0.1252
H -5.8517 0.5498 -1.7899
H -3.6085 1.6023 -1.9200
N 0.0138 -2.9274 -6.2304
C -0.1258 -4.0187 -7.0542
C -0.1247 -4.1630 -8.4287
C -0.3244 -5.4478 -8.9426
C -0.5207 -6.5320 -8.0898
C -0.5250 -6.3791 -6.7040
C -0.3228 -5.1065 -6.1699
N -0.2982 -4.6927 -4.8653
C -0.0942 -3.3653 -4.9080
C -0.0021 -2.4890 -3.8125
C -0.0450 -2.9669 -2.4668
C 0.0682 -2.0987 -1.4260
N 0.2271 -0.7411 -1.5530
C 0.2527 -0.2814 -2.8329
C 0.1461 -1.0724 -3.9377
H 0.1970 -1.9842 -6.5145
H 0.0163 -3.3136 -9.0872
H -0.3302 -5.6005 -10.0151
H -0.6826 -7.5152 -8.5170
H -0.6907 -7.2213 -6.0438
H -0.1580 -4.0275 -2.2888
H 0.0417 -2.4722 -0.4117
H 0.3467 0.7875 -2.9509
H 0.1638 -0.5889 -4.9078
F 1.6345 3.9839 -2.8285
C 0.6239 4.4494 -2.0799
F 1.1758 5.1292 -1.0521
F -0.0545 5.3347 -2.8250
S -0.4705 3.0947 -1.4800
O -1.2438 3.7712 -0.4689
O -1.1146 2.6836 -2.6973
O 0.6133 2.1943 -0.9738
C 2.8450 0.9311 6.5031
Si 1.1200 0.4900 5.8618
C 0.1474 2.1113 5.8583
C 0.3334 -0.5832 7.2102
Se 1.2052 -0.5752 3.9374
H 2.8186 1.3517 7.5167
H 3.3153 1.6628 5.8402
H 3.4750 0.0389 6.5115
H 0.0040 2.4926 6.8765
H -0.8374 1.9757 5.4044
H 0.6748 2.8770 5.2814
H 0.3855 -0.1149 8.2019
H 0.8457 -1.5472 7.2530
H -0.7173 -0.7761 6.9763
N -0.3860 6.7291 2.7449
C -1.2467 5.7742 3.1709
S -2.6095 6.1611 4.0050
C -0.8336 4.3787 2.8305
C -1.7485 3.3444 2.8223
C -1.3729 2.1224 2.2930
N -0.1557 1.8756 1.8092
C 0.7644 2.8338 1.9507
C 0.4679 4.0877 2.4412
H -0.7499 7.6678 2.7993
H 0.1460 6.5229 1.9105
H -2.7619 3.5116 3.1587
H -2.0891 1.3136 2.2346
H 1.7721 2.5723 1.6600
H 1.2619 4.8170 2.5270
*
```